Record 1
Computed, not measured: an isolated molecule of C16H14BrN3O7, with ωB97M-V/def2-TZVPD.

Element x y z (Å)
N (-2.430, 3.850, 0.846)
C (-0.273, -3.874, -0.683)
C (0.927, -1.394, 1.785)
H (0.367, -3.655, -1.544)
C (2.171, 0.513, 1.127)
H (1.873, -1.915, 1.976)
C (-4.081, 2.628, -0.573)
H (-0.780, -5.861, -1.288)
H (-1.342, 0.045, -1.218)
N (-2.053, 0.768, -1.108)
Br (5.895, 2.298, -1.048)
H (0.230, -1.632, 2.595)
C (0.336, -1.922, 0.477)
C (4.561, 0.753, 0.941)
C (-0.418, 1.814, 0.252)
O (-3.526, -0.452, -2.330)
C (-2.738, 2.738, 0.001)
H (5.555, 0.535, 1.299)
H (0.562, 1.549, -1.588)
H (-0.312, 1.985, 1.312)
O (0.293, -3.241, 0.478)
C (-1.766, 1.813, -0.296)
C (-3.299, 0.523, -1.664)
H (-5.145, 1.365, -1.788)
H (3.589, -0.420, 2.432)
H (2.984, 2.504, -1.491)
O (-4.997, 3.394, -0.444)
C (-0.357, -5.364, -0.419)
H (-1.261, -3.442, -0.872)
C (1.990, 1.353, 0.015)
O (-1.256, 4.172, 0.925)
C (4.378, 1.575, -0.159)
O (-0.047, -1.226, -0.430)
H (-0.990, -5.558, 0.442)
O (1.064, 0.004, 1.772)
C (3.112, 1.867, -0.630)
O (-3.330, 4.388, 1.441)
N (-4.225, 1.491, -1.379)
H (0.632, -5.769, -0.224)
C (3.455, 0.218, 1.572)
C (0.655, 1.585, -0.510)

Calculated values
**E**: -105662.3622 eV
**Largest force on an atom**: 0.90 eV/Å
**Net charge**: 0
**SMILES string**: CCOC(=O)COc1ccc(Br)cc1/C=C/c1[nH]c(=O)[nH]c(=O)c1[N+](=O)[O-]

Quick look at the natural (NBO) charges, all values in e:
1. N 0.5337
2. C -0.0748
3. C -0.1635
4. H 0.1918
5. C 0.3686
6. H 0.2071
7. C 0.6467
8. H 0.2242
9. H 0.4672
10. N -0.5970
11. Br 0.0622
12. H 0.2280
13. C 0.7924
14. C -0.2204
15. C -0.1973
16. O -0.5960
17. C -0.1743
18. H 0.2337
19. H 0.2134
20. H 0.2516
21. O -0.4983
22. C 0.3017
23. C 0.7894
24. H 0.4356
25. H 0.2241
26. H 0.2322
27. O -0.5434
28. C -0.6240
29. H 0.1985
30. C -0.1200
31. O -0.4048
32. C -0.0831
33. O -0.6354
34. H 0.2160
35. O -0.5170
36. C -0.1967
37. O -0.3389
38. N -0.6367
39. H 0.2151
40. C -0.2711
41. C -0.1404



Record 2
Computed, not measured: an isolated molecule of C16H14F3N5O2S, with ωB97M-V/def2-TZVPD.

Element x y z (Å)
H (-0.688, -2.823, -0.421)
O (1.962, -3.873, 0.893)
H (-0.770, -4.881, 1.422)
H (2.927, 0.943, -2.767)
C (-2.461, 0.662, 1.601)
S (-1.597, -2.720, 1.886)
N (1.059, 0.910, 1.453)
F (0.215, 1.570, -3.876)
H (0.542, 3.412, 0.657)
C (2.404, -2.067, -1.303)
C (-0.471, 3.518, 1.050)
H (4.144, -1.088, -2.051)
C (-0.267, 1.065, 1.471)
C (-1.372, 4.274, 0.062)
H (2.509, -0.513, 1.693)
H (-1.532, 3.654, -0.829)
H (-3.032, 3.840, 0.937)
H (2.935, -2.936, -0.952)
C (0.809, -3.574, 0.722)
C (1.028, 0.186, -2.131)
N (-2.293, 1.941, 1.379)
C (1.446, -0.323, 1.672)
H (-0.440, 4.071, 1.995)
F (-0.962, 1.480, -2.079)
N (-0.978, 2.190, 1.288)
N (0.317, -2.963, -0.409)
C (2.402, 0.116, -2.317)
C (1.028, -1.985, -1.109)
H (-0.735, -0.789, -1.404)
C (0.335, -0.860, -1.547)
H (0.201, -4.108, 2.699)
C (-1.209, 0.014, 1.678)
N (0.672, -1.391, 1.848)
C (3.077, -1.021, -1.908)
H (-0.872, 5.198, -0.237)
F (0.901, 2.546, -2.087)
H (-3.441, 0.243, 1.705)
C (-0.271, -3.960, 1.728)
C (0.299, 1.431, -2.541)
O (-2.590, 4.650, 0.637)
C (-0.640, -1.254, 1.831)

Calculated values
**Energy above the lowest of the compared OMol25 structures with the same formula, charge and spin**: 0.0 kcal/mol
**Largest force on an atom**: 1.16 eV/Å
**Net charge**: 0
**SMILES string**: O=C(CSc1ncnc2c1cnn2CCO)Nc1cccc(C(F)(F)F)c1

Quick look at the natural (NBO) charges, all values in e:
1. H 0.3972
2. O -0.5863
3. H 0.2549
4. H 0.2279
5. C -0.0061
6. S 0.2748
7. N -0.4693
8. F -0.3210
9. H 0.2389
10. C -0.2396
11. C -0.2500
12. H 0.2217
13. C 0.3755
14. C -0.0693
15. H 0.1947
16. H 0.1748
17. H 0.4901
18. H 0.2544
19. C 0.7170
20. C -0.1341
21. N -0.2485
22. C 0.2860
23. H 0.2127
24. F -0.3288
25. N -0.1731
26. N -0.6552
27. C -0.1946
28. C 0.2428
29. H 0.2289
30. C -0.2579
31. H 0.2613
32. C -0.2526
33. N -0.5333
34. C -0.1906
35. H 0.1902
36. F -0.3277
37. H 0.2215
38. C -0.6208
39. C 0.9750
40. O -0.7273
41. C 0.1460



Record 3
Computed, not measured: a structure of composition C16H14N4O7S3SbTi, with ωB97M-V/def2-TZVPD.

Element x y z (Å)
H (1.909, 4.981, -0.836)
C (-4.218, -1.320, -0.730)
H (-3.195, -1.133, -3.988)
O (3.915, -0.084, -0.793)
S (-1.581, 2.247, 0.463)
H (1.235, 2.414, 3.337)
H (3.787, -2.720, -0.341)
Ti (0.136, 1.140, -0.696)
C (2.822, -2.617, 0.135)
N (-0.978, -2.302, 1.967)
S (0.059, 2.566, -2.579)
C (2.148, -1.415, 0.082)
H (-4.500, -0.101, -3.347)
N (-3.349, -1.116, -1.897)
C (0.783, 4.218, 2.269)
C (2.209, 2.477, 1.427)
H (3.044, 2.801, -0.527)
N (-1.053, -0.321, -1.571)
C (2.404, 3.198, 0.251)
H (-4.719, -2.282, -0.830)
C (2.731, -0.265, -0.683)
C (0.348, -2.377, 1.357)
H (-4.956, -0.518, -0.683)
C (1.014, -3.583, 1.422)
H (0.578, -4.425, 1.938)
H (-3.615, -1.317, 0.174)
O (4.022, -5.044, 0.294)
H (2.707, 1.525, 1.563)
C (1.770, 4.427, 0.083)
Sb (-1.810, 3.589, -1.504)
S (-3.547, 2.455, -2.738)
H (0.488, 5.900, 0.967)
O (-1.170, -2.949, 2.974)
N (2.944, -4.974, 0.846)
H (-4.657, -1.875, -3.319)
C (-3.963, -1.042, -3.225)
C (1.393, 2.986, 2.432)
O (0.350, -0.062, 0.788)
O (2.404, -5.887, 1.436)
C (2.243, -3.686, 0.801)
C (0.904, -1.246, 0.730)
H (0.149, 4.617, 3.050)
O (-1.828, -1.650, 1.387)
C (-2.147, -0.681, -1.717)
C (0.970, 4.938, 1.093)
O (1.820, 0.510, -1.260)

Calculated values
**Spin multiplicity**: 2
**Energy above the lowest of the compared OMol25 structures with the same formula, charge and spin**: 6.8 kcal/mol
**Largest force on an atom**: 0.70 eV/Å
**Net charge**: 0

Quick look at the natural (NBO) charges, all values in e:
1. H 0.2231
2. C -0.4057
3. H 0.2266
4. O -0.5558
5. S -0.5507
6. H 0.2208
7. H 0.2717
8. Ti 1.3102
9. C -0.0951
10. N 0.5418
11. S -0.5044
12. C -0.2453
13. H 0.2212
14. N -0.4348
15. C -0.1967
16. C -0.1740
17. H 0.2444
18. N -0.5206
19. C -0.2464
20. H 0.2097
21. C 0.7929
22. C -0.0604
23. H 0.2129
24. C -0.1306
25. H 0.2765
26. H 0.2586
27. O -0.3687
28. H 0.2157
29. C -0.2130
30. Sb 0.9482
31. S -0.3652
32. H 0.2161
33. O -0.3566
34. N 0.5365
35. H 0.2160
36. C -0.3983
37. C -0.2217
38. O -0.7100
39. O -0.3782
40. C -0.0284
41. C 0.4558
42. H 0.2182
43. O -0.3938
44. C 0.6887
45. C -0.2173
46. O -0.7340



Record 4
Computed, not measured: an isolated molecule of C16H14NO3P, with ωB97M-V/def2-TZVPD.

Element x y z (Å)
H (2.168, 4.100, -1.512)
P (2.304, -1.413, 0.691)
C (1.486, 2.264, -1.085)
H (1.518, 3.337, -2.766)
O (3.376, 0.835, -1.199)
C (-4.738, -0.526, 0.275)
C (-2.797, -1.738, 1.056)
H (-2.309, -2.654, 1.352)
H (0.530, -2.933, 0.151)
C (2.111, 1.075, -0.713)
H (4.438, -0.355, 0.410)
O (-0.229, -1.105, 2.387)
H (-4.492, 1.592, -0.034)
C (4.105, -1.381, 0.318)
C (1.533, -2.789, -0.242)
H (-0.288, 3.441, -0.877)
C (-4.024, 0.669, 0.272)
N (2.136, 3.197, -1.973)
C (-4.128, -1.723, 0.654)
H (-5.779, -0.535, -0.014)
C (-2.691, 0.640, 0.658)
O (-2.239, 2.942, 0.978)
H (4.584, -1.937, 1.117)
C (1.495, 0.136, 0.137)
C (0.208, 2.519, -0.606)
C (-2.076, -0.549, 1.049)
H (4.391, -1.797, -0.646)
C (-0.640, -0.500, 1.440)
C (-1.841, 1.857, 0.651)
H (1.462, -2.644, -1.318)
H (-4.719, -2.626, 0.623)
C (-0.448, 1.609, 0.199)
C (0.191, 0.416, 0.575)
H (3.321, 0.277, -1.981)
H (2.080, -3.702, -0.027)

Calculated values
**Energy above the lowest of the compared OMol25 structures with the same formula, charge and spin**: 0.0 kcal/mol
**Largest force on an atom**: 1.79 eV/Å
**Net charge**: 0
**SMILES string**: CP(C)c1c(O)c(N)cc2c1C(=O)c1ccccc1C2=O

Quick look at the natural (NBO) charges, all values in e:
1. H 0.3693
2. P 0.7945
3. C 0.0936
4. H 0.3640
5. O -0.7018
6. C -0.1956
7. C -0.1971
8. H 0.2290
9. H 0.2351
10. C 0.3417
11. H 0.2592
12. O -0.4844
13. H 0.2308
14. C -0.9243
15. C -0.9265
16. H 0.2257
17. C -0.1611
18. N -0.8250
19. C -0.1943
20. H 0.2177
21. C -0.1461
22. O -0.5049
23. H 0.2334
24. C -0.3361
25. C -0.1842
26. C -0.0417
27. H 0.2122
28. C 0.5365
29. C 0.5527
30. H 0.2127
31. H 0.2193
32. C -0.1251
33. C -0.1063
34. H 0.4852
35. H 0.2417